Entry 1:
{"formula": "C26H36BIrN2O6S", "method": "ωB97M-V/def2-TZVPD", "symbols": ["Ir", "C", "C", "C", "C", "C", "C", "C", "C", "N", "C", "C", "C", "C", "N", "C", "C", "C", "C", "C", "C", "C", "C", "H", "H", "H", "H", "H", "H", "H", "H", "H", "H", "H", "H", "H", "H", "H", "H", "H", "H", "H", "H", "H", "H", "H", "H", "O", "S", "O", "O", "O", "C", "C", "C", "O", "B", "O", "C", "C", "C", "H", "H", "H", "H", "H", "H", "H", "H", "H", "H", "H", "H"], "coordinates": [[-0.1257, 0.2009, 0.4108], [-1.0771, 0.0611, -3.6258], [-1.4306, 1.4399, -3.1280], [-1.4602, 2.5145, -4.0056], [-1.7786, 3.7872, -3.5586], [-2.0741, 3.9974, -2.2213], [-2.0617, 2.9515, -1.3042], [-2.4004, 3.2026, 0.1389], [-1.7369, 1.6866, -1.7866], [-1.6977, 0.5519, -0.8856], [-2.6189, -0.3445, -0.9180], [-3.8946, -0.2356, -1.6828], [-2.3411, -1.6000, -0.1350], [-3.3214, -2.7195, -0.1449], [-1.2028, -1.6360, 0.4503], [-0.6931, -2.7075, 1.2520], [-1.2381, -2.9622, 2.5095], [-2.3829, -2.1551, 3.0619], [-0.6251, -3.9596, 3.2604], [0.4858, -4.6420, 2.7833], [1.0241, -4.3263, 1.5456], [0.4508, -3.3344, 0.7642], [1.0443, -2.9088, -0.5494], [-0.5949, 0.1269, -4.5995], [-1.9669, -0.5596, -3.7547], [-0.3872, -0.4495, -2.9531], [-1.2216, 2.3474, -5.0481], [-1.7990, 4.6155, -4.2533], [-2.3301, 4.9890, -1.8726], [-2.8822, 4.1718, 0.2460], [-1.5071, 3.1979, 0.7612], [-3.0766, 2.4452, 0.5390], [-3.9628, 0.7060, -2.2205], [-4.7359, -0.3131, -0.9911], [-3.9888, -1.0631, -2.3867], [-3.4689, -3.0653, -1.1703], [-4.2932, -2.3887, 0.2240], [-2.9638, -3.5481, 0.4612], [-2.1175, -1.0985, 3.1223], [-2.6183, -2.4831, 4.0718], [-3.2928, -2.2579, 2.4683], [-1.0148, -4.1866, 4.2443], [0.9457, -5.4067, 3.3933], [1.9051, -4.8397, 1.1833], [1.9079, -3.5194, -0.8036], [1.4025, -1.8670, -0.5041], [0.3297, -2.9757, -1.3717], [-0.0694, 0.2752, 3.8897], [0.6689, 0.9118, 2.8557], [1.5652, 1.9663, 3.1478], [1.2359, -0.1211, 1.8564], [-0.4466, 1.4880, 1.7440], [3.7450, 0.8885, -2.9882], [2.6405, 1.6987, -2.3490], [1.8972, 2.5292, -3.3795], [1.6431, 0.7573, -1.7815], [1.2359, 1.3469, -0.6279], [1.8684, 2.4639, -0.2406], [3.0714, 2.5225, -1.0897], [4.1799, 1.8621, -0.2869], [3.3860, 3.9758, -1.3653], [3.3560, 0.3530, -3.8534], [4.1684, 0.1680, -2.2930], [4.5412, 1.5510, -3.3305], [1.4850, 1.8675, -4.1411], [2.5717, 3.2317, -3.8681], [1.0782, 3.0877, -2.9249], [3.9499, 0.8175, -0.0733], [4.2823, 2.3855, 0.6625], [5.1295, 1.9123, -0.8182], [2.5314, 4.4995, -1.7872], [4.2266, 4.0535, -2.0564], [3.6643, 4.4657, -0.4335]], "homo_lumo_gap_ev": [6.826, 6.999], "multiplicity": 2, "total_charge": 1, "molar_mass_g_mol": 707.7, "total_energy_ev": -57158.68309, "largest_force_ev_per_a": 0.95}

Entry 2:
{"formula": "C26H36F6MgNO22S2", "method": "ωB97M-V/def2-TZVPD", "symbols": ["Mg", "C", "F", "F", "F", "S", "O", "O", "N", "S", "O", "O", "C", "F", "F", "F", "C", "C", "C", "O", "C", "O", "O", "H", "H", "H", "H", "H", "H", "C", "C", "C", "O", "C", "O", "O", "H", "H", "H", "H", "H", "H", "C", "C", "C", "O", "C", "O", "O", "H", "H", "H", "H", "H", "H", "C", "C", "C", "O", "C", "O", "O", "H", "H", "H", "H", "H", "H", "C", "C", "C", "O", "C", "O", "O", "H", "H", "H", "H", "H", "H", "C", "C", "C", "O", "C", "O", "O", "H", "H", "H", "H", "H", "H"], "coordinates": [[-3.3446, -0.0017, 2.3110], [-1.9267, -1.4526, -2.0938], [-3.2990, -1.6060, -2.0376], [-1.4711, -2.0989, -3.2206], [-1.6207, -0.1414, -2.1313], [-1.1202, -2.1484, -0.4816], [-2.1891, -3.1152, 0.0153], [0.1370, -2.6742, -0.9009], [-1.1900, -0.7451, 0.6970], [0.3519, -0.2122, 0.3050], [0.7018, -0.1647, -1.0649], [0.5787, 0.9997, 1.0088], [1.5311, -1.4557, 1.2441], [0.7729, -2.3256, 1.9615], [2.3305, -2.0082, 0.3654], [2.1326, -0.8142, 2.2068], [3.8965, 4.6408, 3.1112], [4.8373, 5.8298, 3.0633], [4.7914, 6.6076, 4.4508], [6.1675, 6.7446, 4.7858], [6.9730, 6.1258, 3.8515], [8.2041, 6.0312, 3.7752], [6.2382, 5.4469, 2.9693], [3.2070, 4.6653, 3.9550], [4.5294, 3.7918, 3.3694], [3.3606, 4.5310, 2.1684], [4.5526, 6.4063, 2.1831], [4.3753, 6.0248, 5.2726], [4.3293, 7.5948, 4.4501], [-4.5788, -5.8740, -6.3498], [-4.7708, -6.4051, -7.8050], [-3.3762, -6.5353, -8.4439], [-3.2549, -7.9420, -8.7095], [-4.3237, -8.5826, -8.3778], [-4.5668, -9.7753, -8.6331], [-5.2354, -7.7671, -7.8134], [-3.9529, -4.9824, -6.3868], [-4.0447, -6.5976, -5.7340], [-5.5341, -5.6569, -5.8720], [-5.5664, -5.8271, -8.2751], [-2.4969, -6.2876, -7.8493], [-3.3134, -5.9068, -9.3323], [-0.0223, 7.0050, 1.5685], [-1.4024, 6.6765, 2.0174], [-2.4177, 6.6498, 0.9071], [-3.0239, 5.4000, 1.1507], [-2.2133, 4.5568, 1.9396], [-2.4813, 3.4140, 2.1743], [-1.3113, 5.3546, 2.5530], [0.6499, 7.4376, 2.3095], [-0.1542, 7.8445, 0.8859], [0.5738, 6.2639, 1.0360], [-1.7479, 7.3649, 2.7887], [-1.9516, 6.5304, -0.0710], [-3.1340, 7.4346, 1.1499], [5.8755, -1.7032, 6.0393], [6.4157, -0.2956, 6.5193], [5.5176, 0.6428, 7.3867], [6.3278, 0.7771, 8.5758], [7.5583, 0.2591, 8.3688], [8.5243, 0.4388, 9.1073], [7.6344, -0.4091, 7.2062], [6.4861, -2.1664, 5.2642], [4.8470, -1.6463, 5.6831], [5.7370, -2.3149, 6.9309], [6.5608, 0.2692, 5.5985], [4.6571, 0.0822, 7.7520], [5.2572, 1.6100, 6.9569], [3.2069, -3.1378, -5.5999], [3.7734, -3.2475, -4.1605], [4.3474, -4.5857, -3.7070], [5.5344, -4.2734, -2.9644], [5.8401, -2.9587, -3.3053], [6.9396, -2.4672, -3.2023], [4.8700, -2.3589, -3.9498], [3.9403, -3.3695, -6.3722], [3.0903, -2.0546, -5.6344], [2.2303, -3.5917, -5.7682], [3.0462, -2.9404, -3.4088], [4.7341, -5.1871, -4.5297], [3.5959, -5.2012, -3.2124], [-10.5801, -0.8300, 0.2806], [-9.5102, -0.1915, -0.5550], [-9.3294, 1.3797, -0.4220], [-7.9181, 1.4644, -0.1200], [-7.3803, 0.2039, 0.0967], [-6.2373, 0.0008, 0.5358], [-8.2063, -0.7650, -0.3117], [-11.5577, -0.3680, 0.1432], [-10.2773, -0.8693, 1.3269], [-10.5080, -1.8414, -0.1196], [-9.7780, -0.4386, -1.5823], [-10.0362, 1.9846, 0.1459], [-9.4146, 1.8312, -1.4104]], "homo_lumo_gap_ev": 2.757, "total_charge": 1, "molar_mass_g_mol": 917.0, "total_energy_ev": -117486.40036, "largest_force_ev_per_a": 7.31}

Entry 3:
{"formula": "C26H36N4O2P", "method": "ωB97M-V/def2-TZVPD", "symbols": ["C", "C", "P", "C", "O", "C", "O", "C", "C", "C", "C", "C", "N", "N", "C", "C", "C", "C", "C", "C", "C", "H", "H", "H", "H", "H", "H", "H", "H", "H", "H", "H", "H", "H", "H", "H", "H", "H", "H", "H", "H", "H", "H", "H", "H", "H", "H", "N", "C", "C", "C", "C", "C", "H", "H", "H", "H", "H", "N", "C", "C", "C", "C", "C", "H", "H", "H", "H", "H"], "coordinates": [[0.5443, -0.5886, 1.7659], [1.2285, 0.4392, 0.7633], [1.6071, -0.3254, -0.9265], [2.9455, -1.6018, -0.5171], [0.2094, -1.1025, -1.5823], [-0.6873, -0.1972, -2.1344], [-0.7566, -0.0479, -3.3123], [-1.5870, 0.5980, -1.1176], [-1.4316, 2.0634, -0.9235], [-2.2895, 2.7288, 0.0574], [-2.2270, 4.2872, 0.3429], [-1.6230, 5.1116, -0.8480], [-2.2612, 6.0845, -1.3624], [-3.2250, 2.0367, 0.8120], [-3.4054, 0.6784, 0.6444], [-2.6307, -0.0911, -0.3115], [-2.9294, -1.6246, -0.4547], [-4.1358, -1.7804, -1.4855], [-5.4864, -2.3476, -0.8796], [-6.6720, -1.6912, -1.7471], [-5.7711, -1.9409, 0.6163], [1.3462, -1.3084, 2.0845], [0.1708, -0.0144, 2.6588], [-0.3007, -1.1530, 1.2923], [2.2125, 0.7593, 1.2213], [0.6105, 1.3717, 0.6903], [3.9589, -1.1637, -0.7157], [2.9108, -1.7970, 0.5963], [2.7700, -2.5867, -1.0191], [-0.6871, 2.6458, -1.5148], [-1.6668, 4.4118, 1.3065], [-3.3000, 4.5884, 0.5223], [-0.6003, 4.8376, -1.2053], [-3.1820, 6.1923, -0.9077], [-3.7893, 2.5228, 1.5097], [-4.1669, 0.1752, 1.2792], [-3.0737, -2.1411, 0.5242], [-2.0331, -2.1127, -0.9395], [-4.3090, -0.7937, -1.9861], [-3.8043, -2.4905, -2.2951], [-5.5335, -3.4688, -0.9907], [-7.4867, -2.4162, -1.9879], [-6.2835, -1.2753, -2.7233], [-7.0203, -0.7974, -1.1608], [-6.7473, -2.4381, 0.8993], [-5.9813, -0.8341, 0.7005], [-5.0176, -2.3072, 1.3596], [6.1901, 0.4995, -2.6340], [6.3131, 1.8302, -2.6876], [5.3655, 2.6704, -3.2520], [4.2254, 2.1005, -3.7961], [4.0763, 0.7236, -3.7543], [5.0809, -0.0264, -3.1644], [7.2232, 2.2287, -2.2520], [5.5169, 3.7420, -3.2653], [3.4613, 2.7227, -4.2477], [3.2001, 0.2428, -4.1694], [5.0075, -1.1077, -3.1050], [2.8400, -3.1361, 4.5115], [3.9825, -3.5830, 3.9777], [5.1629, -2.8561, 3.9617], [5.1612, -1.5910, 4.5274], [3.9889, -1.1048, 5.0854], [2.8636, -1.9135, 5.0532], [3.9333, -4.5764, 3.5446], [6.0591, -3.2695, 3.5179], [6.0633, -0.9905, 4.5338], [3.9491, -0.1214, 5.5357], [1.9235, -1.5792, 5.4802]], "homo_lumo_gap_ev": 6.134, "total_charge": 1, "molar_mass_g_mol": 467.6, "total_energy_ev": -46880.97781, "largest_force_ev_per_a": 2.92}